Entry 1:
Here is a molecular structure, C34H30CoN5O2P2S from the OMol25 dataset. Energies are from the ωB97M-V functional and the def2-TZVPD basis.

Structure (XYZ):
```
75
Properties=species:S:1:pos:R:3:mulliken_charge:R:1
Co -0.85 0.33 -0.69 -0.22
N 0.68 -1.80 -2.10 -0.29
P -1.03 -1.66 -1.93 0.43
C -1.72 -3.06 -2.81 0.82
C -3.11 -3.19 -2.84 -0.36
C -3.68 -4.29 -3.45 -0.71
C -2.88 -5.25 -4.04 -0.46
C -1.50 -5.12 -4.02 -0.71
C -0.91 -4.02 -3.40 -0.39
C -1.28 -1.98 -0.15 0.69
C -2.49 -1.56 0.41 -0.20
C -2.86 -2.00 1.68 -0.68
C -2.01 -2.83 2.38 -0.46
C -0.79 -3.25 1.83 -0.69
C -0.42 -2.83 0.57 -0.94
P 1.31 -0.35 -1.37 0.89
C 2.33 -0.97 -0.02 -0.09
C 2.15 -0.42 1.24 0.49
C 2.87 -0.92 2.32 -0.11
C 3.78 -1.94 2.13 -0.71
C 3.97 -2.48 0.86 -0.70
C 3.26 -2.00 -0.22 -0.45
C 2.51 0.26 -2.58 0.76
C 3.52 1.10 -2.09 -0.60
C 4.49 1.59 -2.95 -0.67
C 4.48 1.23 -4.29 -0.50
C 3.48 0.41 -4.78 -0.80
C 2.49 -0.07 -3.93 -0.57
H 0.98 -1.98 -3.04 0.25
H -3.74 -2.44 -2.38 0.34
H -4.76 -4.39 -3.47 0.40
H -3.33 -6.12 -4.52 0.39
H -0.87 -5.87 -4.48 0.41
H 0.17 -3.95 -3.37 0.41
H -3.17 -0.92 -0.15 0.51
H -3.78 -1.66 2.12 0.39
H -2.28 -3.16 3.37 0.42
H -0.14 -3.89 2.40 0.46
H 0.51 -3.15 0.13 0.50
H 1.41 0.36 1.39 -0.44
H 2.70 -0.51 3.31 0.54
H 4.33 -2.33 2.97 0.42
H 4.68 -3.29 0.71 0.44
H 3.40 -2.42 -1.21 0.39
H 3.55 1.37 -1.04 0.40
H 5.27 2.23 -2.56 0.41
H 5.25 1.59 -4.95 0.40
H 3.46 0.14 -5.83 0.42
H 1.70 -0.67 -4.35 0.43
N 0.53 5.72 5.58 -0.48
C 0.08 4.64 4.86 1.11
C -1.29 4.40 4.73 -0.88
C -1.75 3.32 4.00 -0.25
C -0.84 2.47 3.38 -0.62
C 0.53 2.71 3.49 -0.36
C 0.98 3.79 4.21 -0.88
S -1.41 1.08 2.52 1.70
O -0.56 -0.04 2.81 -0.67
O -2.83 0.98 2.72 -0.80
N -1.12 1.40 0.92 0.13
C -1.81 2.36 0.26 0.70
N -2.47 3.39 0.78 -0.41
C -3.02 4.20 -0.11 -0.22
C -2.95 4.02 -1.49 -0.73
C -2.27 2.91 -1.94 -0.07
N -1.70 2.09 -1.06 -0.11
H -0.10 6.24 6.15 0.20
H 1.51 5.80 5.79 0.20
H -2.00 5.06 5.22 0.31
H -2.81 3.14 3.90 0.51
H 1.24 2.04 3.02 0.31
H 2.05 3.97 4.30 0.31
H -3.56 5.06 0.29 0.44
H -3.42 4.71 -2.18 0.40
H -2.17 2.67 -2.99 0.48
```

Properties
Lowest unoccupied orbital energy (alpha / beta) (eV): -3.86 / -2.93
⟨S²⟩: 1.092
HOMO (alpha / beta) (eV): -10.08 / -10.07
Total charge: +1
F_max (eV/Å): 0.88
Frontier orbital gap (alpha / beta) (eV): 6.22 / 7.15
Electronic energy (Ha): -4201.38156
Multiplicity: 2

=====

Entry 2:
Here is a molecular structure, C34H30GeN5STc in a non-equilibrium geometry from the OMol25 dataset. Energies are from the ωB97M-V functional and the def2-TZVPD basis.

Structure (XYZ):
```
72
Properties=species:S:1:pos:R:3:mulliken_charge:R:1
Tc -0.03 -1.75 1.53 0.65
N 1.96 1.24 1.99 0.21
C 3.17 0.50 2.17 0.52
C 4.33 0.82 2.85 -0.98
C 5.18 -0.28 3.14 -0.49
C 4.93 -1.54 2.65 -0.59
C 3.75 -1.87 1.99 -0.78
C 2.91 -0.80 1.70 0.68
N 1.61 -0.80 1.08 -0.40
C 1.04 0.48 1.36 -0.29
C -1.48 0.44 1.71 0.30
C -2.19 1.29 2.57 -0.26
S -3.29 0.33 3.58 -0.12
C -2.82 -1.09 2.74 -0.37
N -1.91 -0.89 1.78 -0.31
H 1.75 2.21 2.21 0.25
H 4.46 1.78 3.31 0.41
H 6.11 0.00 3.68 0.36
H 5.63 -2.40 2.81 0.34
H 3.52 -2.83 1.58 0.56
H -1.90 2.31 2.92 0.39
H -3.22 -2.06 2.91 0.45
C -0.33 0.76 0.84 -0.12
Ge -0.53 1.35 -1.07 1.28
C 0.97 1.00 -2.38 0.34
C 2.03 1.89 -2.45 -0.32
C 3.16 1.62 -3.29 -0.83
C 3.19 0.44 -4.00 -0.39
C 2.08 -0.44 -3.99 -0.62
C 0.97 -0.14 -3.19 -0.34
C -0.58 3.29 -0.96 0.20
C -0.40 4.08 -2.09 0.08
C -0.56 5.45 -2.06 -0.62
C -0.97 6.15 -0.92 -0.75
C -1.11 5.35 0.23 -0.50
C -0.82 4.00 0.26 -0.43
C -2.21 1.04 -2.09 0.76
C -2.09 1.53 -3.40 -0.32
C -3.24 1.62 -4.15 -0.66
C -4.49 1.14 -3.69 -0.65
C -4.54 0.62 -2.36 -0.47
C -3.39 0.58 -1.59 -0.15
H 1.90 2.86 -2.00 0.48
H 3.88 2.41 -3.50 0.39
H 3.96 0.25 -4.77 0.34
H 2.05 -1.32 -4.68 0.33
H 0.01 -0.67 -3.15 0.32
H -0.19 3.64 -3.04 0.28
H -0.26 5.90 -3.02 0.35
H -1.30 7.21 -0.94 0.36
H -1.62 5.71 1.07 0.40
H -0.82 3.38 1.16 0.04
H -1.09 1.83 -3.84 0.09
H -3.13 1.97 -5.18 0.36
H -5.36 1.19 -4.37 0.38
H -5.52 0.37 -1.96 0.40
H -3.44 0.15 -0.54 0.07
C -0.24 -5.58 4.25 -1.18
C -0.43 -4.81 2.98 0.42
C -1.42 -4.97 2.01 -0.96
C -0.99 -4.25 0.89 1.15
N 0.24 -3.64 1.14 -0.53
N 0.50 -3.85 2.52 0.21
C -1.46 -4.25 -0.52 -1.10
H -1.13 -5.52 4.84 0.35
H 0.64 -5.15 4.78 0.33
H -0.15 -6.63 4.01 0.32
H -2.24 -5.76 2.04 0.38
H 1.44 -4.09 2.64 0.20
H -0.65 -4.77 -1.13 0.29
H -1.46 -3.22 -0.92 0.09
H -2.39 -4.79 -0.68 0.41
```

Properties
Lowest unoccupied orbital energy (alpha / beta) (eV): -3.41 / -3.22
⟨S²⟩: 3.806
HOMO (alpha / beta) (eV): -9.69 / -10.09
Total charge: +1
F_max (eV/Å): 3.99
Frontier orbital gap (alpha / beta) (eV): 6.28 / 6.87
Electronic energy (Ha): -4142.88911
Multiplicity: 4

=====

Entry 3:
Here is a molecular structure, C34H30IrN4O6PS4 from the OMol25 dataset. Energies are from the ωB97M-V functional and the def2-TZVPD basis.

Structure (XYZ):
```
80
Properties=species:S:1:pos:R:3:mulliken_charge:R:1
Ir -1.20 0.59 -0.87 2.51
C -2.39 1.34 4.09 -0.80
C -0.90 1.01 4.18 -1.05
N -0.08 1.95 3.42 0.27
C 0.40 3.12 4.14 -0.63
C 1.84 2.96 4.61 -1.12
C 0.19 1.83 2.09 0.34
S -0.39 0.35 1.35 -0.35
N 0.82 2.83 1.54 0.12
C 1.56 2.72 0.39 -0.82
O 2.03 1.69 -0.08 -0.47
C 1.80 4.02 -0.32 0.62
C 2.16 3.98 -1.66 -0.39
C 2.36 5.16 -2.36 -0.78
C 2.23 6.39 -1.72 -0.32
C 1.88 6.43 -0.37 -0.78
C 1.65 5.25 0.32 0.20
H -2.97 0.65 4.70 0.41
H -2.73 1.26 3.06 0.03
H -2.58 2.36 4.44 0.34
H -0.72 0.00 3.83 0.46
H -0.56 1.06 5.21 0.47
H -0.27 3.27 5.00 0.49
H 0.31 3.99 3.50 0.26
H 1.94 2.09 5.25 0.32
H 2.16 3.84 5.17 0.38
H 2.49 2.84 3.75 0.25
H 2.23 3.02 -2.15 0.39
H 2.61 5.13 -3.41 0.39
H 2.39 7.31 -2.26 0.38
H 1.77 7.38 0.13 0.40
H 1.36 5.27 1.36 0.39
S -3.34 0.72 -0.07 -0.37
C -3.64 2.38 -0.08 0.80
C -4.93 2.82 0.36 -0.14
N -5.98 3.15 0.71 -0.52
C -2.68 3.29 -0.48 0.19
S -1.15 2.81 -1.02 -0.16
C -2.94 4.70 -0.45 -0.13
N -3.14 5.84 -0.42 -0.55
O 0.11 -0.40 -4.38 -0.63
S -0.22 0.58 -3.39 1.11
O 0.01 1.96 -3.76 -0.60
O 0.49 0.29 -2.04 -0.74
O -1.67 0.39 -2.87 -0.74
O -1.30 -1.53 -0.70 -0.86
P -0.33 -2.66 -0.98 1.77
C -0.14 -3.02 -2.72 0.51
C -1.28 -2.92 -3.52 -0.36
C -1.20 -3.26 -4.86 -0.72
C 0.00 -3.69 -5.40 -0.46
C 1.13 -3.78 -4.60 -0.76
C 1.07 -3.44 -3.26 -0.41
C 1.31 -2.62 -0.20 -0.09
C 1.80 -3.80 0.36 -0.42
C 3.05 -3.83 0.95 -0.73
C 3.82 -2.67 1.00 -0.56
C 3.33 -1.50 0.45 -0.78
C 2.09 -1.46 -0.16 -0.09
C -1.13 -4.11 -0.27 -0.36
C -1.21 -5.34 -0.92 -0.08
C -1.83 -6.42 -0.31 -0.74
C -2.38 -6.27 0.96 -0.50
C -2.32 -5.05 1.61 -0.65
C -1.69 -3.97 1.00 -0.39
H -2.20 -2.53 -3.10 0.40
H -2.08 -3.16 -5.49 0.39
H 0.06 -3.95 -6.45 0.35
H 2.08 -4.09 -5.03 0.37
H 1.95 -3.48 -2.64 0.43
H 1.20 -4.70 0.34 0.40
H 3.42 -4.75 1.38 0.42
H 4.79 -2.69 1.47 0.38
H 3.91 -0.58 0.48 0.50
H 1.75 -0.53 -0.58 0.52
H -0.79 -5.44 -1.91 0.44
H -1.89 -7.37 -0.82 0.41
H -2.87 -7.11 1.43 0.36
H -2.75 -4.93 2.59 0.42
H -1.65 -3.01 1.50 0.46
```

Properties
Lowest unoccupied orbital energy (alpha / beta) (eV): 2.20 / 0.51
⟨S²⟩: 0.774
HOMO (alpha / beta) (eV): -5.22 / -5.47
Total charge: -1
F_max (eV/Å): 0.62
Frontier orbital gap (alpha / beta) (eV): 7.42 / 5.98
Electronic energy (Ha): -4022.76268
Multiplicity: 2

=====

Entry 4:
Here is a molecular structure, C34H30NO7SiW in a non-equilibrium geometry from the OMol25 dataset. Energies are from the ωB97M-V functional and the def2-TZVPD basis.

Structure (XYZ):
```
74
Properties=species:S:1:pos:R:3:mulliken_charge:R:1
W -0.13 0.84 0.29 2.39
O -4.09 0.09 0.48 -0.52
C -3.08 0.20 1.08 -0.08
O -1.84 0.20 0.40 -0.39
C -2.86 0.27 2.57 0.31
C -1.82 -0.82 2.93 -0.08
C -1.82 -1.08 4.43 -0.71
C -1.13 0.20 4.96 -1.09
C -0.83 0.96 3.68 -0.28
O -0.57 -0.11 2.72 -0.55
C -2.11 1.57 3.07 0.35
C -1.79 2.47 1.90 -0.64
O -2.55 3.19 1.36 -0.52
O -0.48 2.28 1.46 -0.55
H -3.82 0.12 3.05 0.64
H -1.86 -1.70 2.31 0.00
H -1.24 -1.97 4.65 0.29
H -2.84 -1.22 4.80 0.40
H -0.21 -0.04 5.49 0.41
H -1.77 0.78 5.63 0.36
H 0.01 1.63 3.72 0.81
H -2.72 2.13 3.78 0.61
C -1.88 -4.86 2.15 -0.51
C -2.20 -4.31 0.92 -0.77
C -1.38 -3.33 0.37 0.01
C -0.25 -2.88 1.05 0.01
C 0.07 -3.45 2.28 -0.34
C -0.75 -4.44 2.83 -0.64
Si 0.83 -1.55 0.31 0.52
C 1.40 -2.14 -1.36 0.47
C 2.55 -2.92 -1.43 -0.57
C 2.96 -3.45 -2.65 -0.76
C 2.23 -3.21 -3.80 -0.50
C 1.08 -2.43 -3.75 -0.76
C 0.67 -1.89 -2.53 0.14
H -2.51 -5.63 2.58 0.42
H -3.08 -4.64 0.38 0.47
H -1.64 -2.91 -0.60 0.40
H 0.95 -3.12 2.82 0.39
H -0.49 -4.88 3.78 0.51
H 2.04 -1.55 1.16 -0.43
H 3.12 -3.13 -0.53 0.44
H 3.86 -4.05 -2.70 0.43
H 2.55 -3.62 -4.75 0.40
H 0.51 -2.23 -4.65 0.44
H -0.20 -1.25 -2.51 0.21
O 2.22 0.68 -3.02 -0.50
C 2.60 0.81 -1.90 -0.18
C 4.03 0.87 -1.38 -0.71
C 3.94 1.22 0.12 -0.67
C 2.47 1.15 0.34 0.18
O 1.77 1.20 1.39 -0.78
N 1.75 0.97 -0.76 0.76
H 4.60 1.59 -1.97 0.42
H 4.48 -0.12 -1.55 0.29
H 4.30 2.22 0.35 0.33
H 4.44 0.52 0.78 0.39
C 0.78 5.41 -3.00 -0.71
C 1.15 4.97 -1.71 -1.01
C 0.68 3.79 -1.21 -0.33
C -0.20 2.97 -1.96 1.27
C -0.74 1.72 -1.49 0.40
C -1.68 1.05 -2.26 -0.24
C -2.07 1.52 -3.52 -1.15
C -1.52 2.68 -4.00 -0.90
C -0.60 3.43 -3.24 0.88
C -0.08 4.65 -3.74 -0.87
H 1.16 6.34 -3.39 0.42
H 1.81 5.59 -1.11 0.46
H 0.96 3.52 -0.20 0.38
H -2.13 0.14 -1.89 0.44
H -2.79 0.97 -4.10 0.50
H -1.80 3.04 -4.98 0.41
H -0.40 4.97 -4.73 0.43
```

Properties
Lowest unoccupied orbital energy (eV): -4.92
HOMO (eV): -11.02
Total charge: +1
F_max (eV/Å): 1.52
Frontier orbital gap (eV): 6.10
Electronic energy (Ha): -2251.49127

=====

Entry 5:
Here is a molecular structure, C34H31ClFN2NiO5P from the OMol25 dataset. Energies are from the ωB97M-V functional and the def2-TZVPD basis.

Structure (XYZ):
```
76
Properties=species:S:1:pos:R:3:mulliken_charge:R:1
Ni 0.07 -0.29 -0.63 0.48
C -7.34 1.10 -0.51 -1.53
C -6.07 0.35 -0.78 0.51
C -5.24 -0.04 0.27 -0.94
C -4.04 -0.70 0.04 1.24
C -3.21 -1.09 1.24 -1.16
C -3.67 -0.99 -1.29 0.68
C -2.39 -1.56 -1.63 -0.64
O -1.41 -1.65 -0.88 -0.61
C -4.52 -0.64 -2.36 1.23
C -4.18 -0.92 -3.81 -1.74
C -5.70 0.03 -2.08 -0.84
H -7.45 1.35 0.55 0.34
H -8.21 0.50 -0.81 0.34
H -7.37 2.02 -1.09 0.36
H -5.53 0.17 1.29 0.34
H -3.80 -0.97 2.15 0.39
H -2.31 -0.47 1.32 -0.12
H -2.86 -2.12 1.18 0.41
H -2.27 -1.91 -2.66 0.33
H -3.34 -0.29 -4.13 0.34
H -5.03 -0.69 -4.44 0.38
H -3.91 -1.96 -3.98 0.40
H -6.35 0.33 -2.90 0.38
Cl -0.60 0.86 -2.42 -0.58
C 5.00 -2.45 -3.78 -0.45
C 5.53 -1.33 -3.15 -0.74
C 4.73 -0.55 -2.33 -0.13
C 3.39 -0.89 -2.13 0.10
C 2.87 -2.01 -2.76 -0.09
C 3.67 -2.79 -3.58 -0.63
P 2.35 0.07 -0.98 1.35
C 3.30 -0.18 0.57 0.65
C 3.22 -1.45 1.13 -0.77
C 3.91 -1.76 2.30 -0.67
C 4.69 -0.78 2.92 -0.53
C 4.77 0.49 2.37 -0.74
C 4.08 0.79 1.20 -0.17
C 2.59 1.79 -1.51 0.51
C 2.46 2.87 -0.63 -0.36
C 2.56 4.17 -1.11 -0.97
C 2.77 4.41 -2.46 -0.53
C 2.86 3.34 -3.34 -0.70
C 2.77 2.04 -2.87 -0.39
H 5.63 -3.06 -4.42 0.38
H 6.57 -1.06 -3.31 0.41
H 5.15 0.33 -1.84 0.39
H 1.82 -2.26 -2.62 0.27
H 3.25 -3.66 -4.08 0.42
H 2.60 -2.21 0.67 0.34
H 3.85 -2.75 2.72 0.44
H 5.23 -1.02 3.83 0.39
H 5.38 1.25 2.85 0.43
H 4.18 1.78 0.77 0.56
H 2.23 2.70 0.41 0.50
H 2.47 5.00 -0.42 0.41
H 2.84 5.43 -2.83 0.40
H 2.99 3.52 -4.40 0.41
H 2.82 1.22 -3.57 0.45
F -1.99 -2.98 4.97 -0.35
C -1.86 -1.67 4.75 0.44
C -0.77 -1.17 4.18 -0.11
N -0.60 0.18 3.95 0.15
C 0.57 0.64 3.20 -1.82
C 0.39 0.28 1.73 1.63
O 0.34 1.18 0.85 -0.87
O 0.26 -0.94 1.44 -0.75
C -1.61 1.09 4.23 0.54
O -1.53 2.27 3.99 -0.63
N -2.72 0.52 4.83 -0.05
C -2.97 -0.81 5.14 0.22
O -4.01 -1.17 5.65 -0.63
H 0.04 -1.82 3.86 0.42
H 1.45 0.12 3.57 0.29
H 0.66 1.71 3.32 0.37
H -3.46 1.18 5.05 0.23
```

Properties
Lowest unoccupied orbital energy (alpha / beta) (eV): -0.41 / -0.54
⟨S²⟩: 2.006
HOMO (alpha / beta) (eV): -8.47 / -8.97
F_max (eV/Å): 0.57
Frontier orbital gap (alpha / beta) (eV): 8.06 / 8.44
Electronic energy (Ha): -4209.79735
Multiplicity: 3

=====

Entry 6:
Here is a molecular structure, C34H31GeN3SV from the OMol25 dataset. Energies are from the ωB97M-V functional and the def2-TZVPD basis.

Structure (XYZ):
```
71
Properties=species:S:1:pos:R:3:mulliken_charge:R:1
V -0.49 0.22 -1.98 -1.81
C -3.25 -2.74 -3.70 -1.09
C -2.39 -3.59 -4.39 -0.24
C -1.02 -3.39 -4.33 -1.14
C -0.52 -2.34 -3.56 0.88
N -1.37 -1.51 -2.91 0.66
C -2.68 -1.70 -2.98 -0.14
C 0.92 -2.07 -3.34 0.44
C 1.89 -2.93 -3.86 -0.63
C 3.23 -2.72 -3.57 -0.75
C 3.57 -1.65 -2.74 -0.99
C 2.60 -0.80 -2.25 0.71
C 1.22 -0.95 -2.53 -0.22
H -4.32 -2.86 -3.72 0.36
H -2.79 -4.40 -4.99 0.37
H -0.35 -4.04 -4.88 0.31
H -3.28 -0.96 -2.46 0.43
H 1.62 -3.77 -4.49 0.20
H 3.99 -3.39 -3.96 0.37
H 4.62 -1.49 -2.48 0.38
H 2.90 0.02 -1.60 0.42
S -1.77 1.64 -3.38 -0.56
C -0.29 2.24 -2.50 0.18
N 0.71 2.81 -3.43 -0.52
C 2.04 2.80 -2.79 -0.53
C 1.89 3.12 -1.30 0.19
C 0.64 3.99 -1.10 -0.80
N -0.59 3.30 -1.52 -0.40
H 0.71 2.22 -4.25 0.41
H 2.65 3.57 -3.28 0.41
H 2.56 1.84 -2.91 0.02
H 2.78 3.62 -0.92 0.52
H 1.74 2.19 -0.74 -0.42
H 0.76 4.91 -1.68 0.30
H 0.54 4.27 -0.05 0.39
H -0.95 2.80 -0.72 0.33
C -0.54 0.21 -0.25 -0.38
Ge -0.56 0.16 1.59 3.03
C -0.34 1.86 2.62 -0.53
C 0.93 2.35 2.95 -0.21
C 1.10 3.57 3.57 -0.62
C 0.00 4.35 3.89 -0.32
C -1.27 3.90 3.57 -0.61
C -1.43 2.67 2.95 -0.29
C -2.20 -0.62 2.42 -0.35
C -3.11 -1.28 1.59 -0.41
C -4.26 -1.86 2.09 -0.47
C -4.54 -1.80 3.45 -0.34
C -3.65 -1.14 4.30 -0.65
C -2.50 -0.56 3.79 0.06
C 0.95 -0.96 2.27 -0.84
C 1.74 -1.57 1.30 -0.13
C 2.82 -2.37 1.67 -0.54
C 3.12 -2.57 3.01 -0.35
C 2.34 -1.96 3.99 -0.67
C 1.26 -1.16 3.61 0.17
H 1.80 1.75 2.70 0.36
H 2.10 3.93 3.80 0.34
H 0.13 5.32 4.37 0.34
H -2.14 4.50 3.80 0.35
H -2.43 2.33 2.70 0.39
H -2.88 -1.31 0.53 0.16
H -4.95 -2.37 1.42 0.39
H -5.44 -2.26 3.85 0.33
H -3.86 -1.09 5.36 0.37
H -1.83 -0.04 4.46 0.19
H 1.49 -1.40 0.26 -0.12
H 3.43 -2.84 0.90 0.44
H 3.96 -3.19 3.30 0.33
H 2.57 -2.10 5.04 0.35
H 0.67 -0.68 4.38 0.17
```

Properties
Lowest unoccupied orbital energy (alpha / beta) (eV): 4.61 / 4.61
⟨S²⟩: 0.811
HOMO (alpha / beta) (eV): 0.06 / 0.12
Total charge: -2
F_max (eV/Å): 0.65
Frontier orbital gap (alpha / beta) (eV): 4.55 / 4.49
Electronic energy (Ha): -4897.49222
Multiplicity: 2